1.
C37H35F5IN7O8P2RbS3SbTe | ωB97M-V/def2-TZVPD

Computed properties:
Relative energy (zero: lowest compared OMol25 entry of this formula, charge and spin) (kJ/mol): 152.7
Kohn-Sham gap (eV): 6.801
Net charge: -2

Each line ends with the Mulliken charge.
Geometry (Å):
I 6.4512 0.9058 4.7232  0.033
Te 2.8895 4.3693 2.4077  1.945
Sb -0.8195 -2.0196 -1.5305  0.585
Rb 0.4160 1.9663 1.0911  1.109
S 5.4919 2.3497 -1.6569  -0.365
S -0.1986 5.3445 -1.6699  -0.214
S 0.9091 -0.9620 -0.4958  -0.210
P -3.2570 3.0596 0.3157  0.367
P -2.1759 1.4130 -1.8430  -0.301
F 4.1884 3.2706 3.2561  -0.362
F 2.2499 6.1110 1.9838  -0.432
F 2.9753 2.7829 1.2610  -0.405
F 4.3216 4.9517 1.3628  -0.386
F 3.4102 5.3685 3.9353  -0.409
O -2.0036 -0.0797 -1.6106  0.763
O -2.2006 2.6357 1.2848  -0.384
O -4.6944 2.8992 1.0546  -0.551
O -2.4716 1.8632 -3.2150  -0.888
O -3.2094 4.3857 -0.3477  -0.819
O 1.3237 3.7503 3.0198  -0.974
O -3.3088 1.8915 -0.8051  -0.076
O -0.8510 2.1321 -1.2515  0.605
N -1.0316 -1.9122 4.5255  -0.666
N 2.3198 0.3351 3.7219  0.277
N -0.8417 0.2904 4.6055  0.106
N 1.5519 4.5730 0.0168  0.216
N -2.6668 -1.4468 1.9440  -0.228
N 2.9764 1.9977 -1.7346  -0.087
N -3.4485 0.2810 3.0789  0.202
C 1.1937 4.5512 -2.2587  -0.027
C -5.3703 -3.8274 -1.0848  -0.540
C -0.1569 -1.5618 5.5194  -0.449
C 2.3550 -0.5856 2.7579  -0.617
C 3.1870 3.3240 -1.4275  -0.650
C -1.2803 -2.5430 -4.5638  -0.408
C -3.0728 -3.7929 -0.3666  -0.314
C 1.1116 -6.5822 -0.9767  -0.430
C 4.4862 3.6968 -1.3368  -0.072
C -2.4564 -0.6479 2.9619  0.099
C -1.1472 -2.2704 -5.9210  -0.784
C 0.3346 -4.4830 -0.0888  -0.658
C 0.2692 -4.8698 -2.4484  -0.585
C -0.4322 5.6890 1.0832  -0.904
C -2.8049 -2.7497 -1.2413  0.731
C 0.0123 -4.0282 -1.3692  0.641
C -0.0182 -0.2082 5.5814  -0.463
C -0.3995 -1.1772 -6.3366  -0.531
C 4.0887 1.3489 -1.8583  0.487
C 4.7344 -0.7076 2.8068  -0.297
C 0.8691 -5.7500 0.1104  -0.820
C -5.0992 -2.7937 -1.9749  -0.705
C -4.3257 0.0654 2.0508  -1.267
C 0.2082 -0.3544 -5.3962  -0.717
C 1.9984 4.1815 -1.2290  -0.540
C 3.5304 -1.1190 2.2554  -0.884
C -3.8338 -1.0075 1.3723  0.309
C 0.8175 -6.1355 -2.2577  -0.636
C 4.1669 -0.1073 -2.1821  -0.623
C 0.4003 5.1895 -0.0584  0.604
C -4.3554 -4.3216 -0.2768  -0.541
C -1.4142 -0.7844 3.9735  0.191
C 0.0795 -0.6280 -4.0424  -0.802
C 4.6946 0.2238 3.8289  -0.060
C 3.4724 0.7333 4.2462  -0.526
C -0.6593 -1.7302 -3.6221  0.899
C -3.8246 -2.2492 -2.0477  -0.538
H -5.3591 3.3409 0.5168  0.261
H 5.6777 -1.0963 2.4469  0.375
H 0.5393 0.0230 -3.3046  0.380
H -0.7958 1.2444 4.2793  0.300
H -1.8868 -3.3843 -4.2448  0.475
H 1.4054 -0.9130 2.3471  0.823
H 0.7688 0.5160 -5.7141  0.412
H 1.0173 -6.7686 -3.1152  0.374
H -0.3033 -0.9560 -7.3933  0.349
H 4.8912 -0.6204 -1.5470  0.351
H 1.1053 -6.0814 1.1150  0.402
H 4.8710 4.6601 -1.0449  0.507
H -5.8848 -2.3939 -2.6053  0.413
H -5.1536 0.7211 1.8603  0.540
H -1.6371 -2.9067 -6.6491  0.370
H -6.3703 -4.2392 -1.0173  0.340
H 3.1833 -0.5471 -2.0104  -0.214
H -1.1065 2.6600 -0.4799  -0.523
H 0.1839 -3.8304 0.7663  0.542
H 3.4291 1.5027 5.0083  0.342
H -0.2749 6.7583 1.2297  0.321
H 4.4604 -0.2621 -3.2226  0.311
H -4.2435 -1.4636 0.4860  0.169
H -2.2961 -4.1865 0.2759  0.257
H 0.3291 -2.3038 6.1327  0.438
H -4.5565 -5.1140 0.4337  0.408
H 0.6128 0.4307 6.1722  0.445
H 1.3245 4.2933 -3.2964  0.487
H 3.4853 -1.8303 1.4407  0.510
H -3.4180 1.1044 3.6550  0.314
H 1.5362 -7.5681 -0.8253  0.348
H -1.4842 5.5001 0.8694  0.372
H -3.6261 -1.4121 -2.7069  0.417
H -0.1383 5.1686 1.9916  0.024
H 0.0592 -4.5413 -3.4603  0.338


2.
C37H35GaN5O3S | ωB97M-V/def2-TZVPD

Computed properties:
Relative energy (zero: lowest compared OMol25 entry of this formula, charge and spin) (kJ/mol): 0.0
Kohn-Sham gap (spin up / spin down) (eV): 5.472 / 7.602
2S+1: 2
Net charge: 0

Each line ends with the Mulliken charge.
Geometry (Å):
Ga 1.3944 -0.8037 0.9361  0.211
S 1.7808 -0.5249 3.2275  -0.592
O 3.4030 -0.6919 0.8796  -0.500
O -7.1488 8.0552 -2.6711  -0.470
O 1.3319 -2.5840 0.3084  -0.166
N -2.1852 4.3422 -1.0268  -0.852
N -0.5744 -0.6597 0.6952  0.179
N 3.9557 -1.3114 1.9239  0.088
N 1.3164 1.0966 0.2386  -0.105
N -3.7896 2.8567 -0.6704  -0.110
C 2.3243 1.9621 0.0552  0.105
C -2.6079 2.2198 -0.3750  0.128
C 4.4113 -4.0647 -0.9609  -0.670
C -2.8467 -1.3781 0.7597  -1.457
C -0.9820 0.5802 0.2560  0.222
C -6.7763 5.8263 -1.8089  -0.642
C 2.6186 -1.0114 -2.1053  -1.188
C 3.7218 -5.2465 0.9881  -0.799
C 4.6774 -5.0165 0.0115  -1.208
C -2.3599 0.8778 0.0747  -0.556
C 3.3259 -1.2850 3.1239  0.775
C -0.2405 2.8489 -0.4033  -0.388
C -4.9641 7.3271 -2.3188  -0.614
C 0.2567 -5.4306 1.1553  -1.434
C 2.3922 -3.4031 0.1764  0.304
C 0.0307 1.5194 0.0223  0.597
C 5.7758 -2.5534 2.7647  -0.982
C 2.1209 3.2621 -0.3494  -1.287
C -3.4798 4.1313 -1.0592  0.286
C 2.9183 -2.5035 -2.1941  0.115
C 3.9741 -1.9005 4.2001  -0.767
C -4.4839 5.1223 -1.4651  0.308
C -8.5383 7.7987 -2.6225  -0.846
C 0.9973 -4.0431 3.1107  -1.104
C -3.2907 -0.1038 0.3278  -0.210
C -6.3317 7.0589 -2.2640  1.063
C -1.5090 -1.6084 0.9245  0.130
C 1.4552 -4.9761 1.9961  0.448
C -4.0552 6.3715 -1.9253  -0.483
C 5.1889 -2.5213 4.0300  -0.115
C 2.5625 -4.4788 1.0749  0.683
C -1.6330 3.1587 -0.6033  0.967
C -5.8470 4.8705 -1.4137  -0.827
C 0.8131 3.7125 -0.5862  -0.056
C 1.7500 -3.2156 -2.8885  -1.505
C 5.1299 -1.9438 1.7249  -0.291
C 3.2639 -3.2755 -0.9242  0.725
H 5.0919 -3.9509 -1.7996  0.412
H -4.6406 8.2968 -2.6766  0.420
H 3.3149 1.5724 0.2433  0.485
H -8.8687 7.5954 -1.6005  0.340
H -3.5510 -2.1749 0.9531  0.432
H 3.8569 -6.0610 1.6931  0.394
H 1.8348 -3.7083 3.7213  0.119
H 0.2959 -4.5686 3.7651  0.583
H 6.7123 -3.0595 2.5804  0.429
H -0.5222 -5.8570 1.7930  0.465
H -2.9927 6.5711 -1.9660  0.488
H 5.4706 -1.9303 0.7009  0.610
H 1.8648 -5.8667 2.4814  0.498
H 1.6346 -0.8266 -1.6722  0.044
H 3.3752 -0.4730 -1.5407  0.209
H 0.8547 -3.1494 -2.2643  0.189
H -6.2235 3.9196 -1.0544  0.228
H 1.9735 -4.2711 -3.0530  0.364
H 2.5928 -0.5930 -3.1160  0.604
H -4.7053 2.4562 -0.6250  0.186
H 0.6173 4.7270 -0.9102  0.603
H -0.1654 -4.5843 0.6094  0.141
H 0.5565 -6.1858 0.4261  0.359
H -1.1259 -2.5731 1.2297  0.262
H 5.5755 -5.6213 -0.0379  0.373
H -7.8325 5.5956 -1.7533  0.368
H -8.8090 6.9572 -3.2657  0.338
H 3.7986 -2.6000 -2.8379  0.539
H 1.5303 -2.7515 -3.8535  0.448
H -9.0240 8.6989 -2.9848  0.242
H 3.4754 -1.8832 5.1592  0.472
H 5.6736 -3.0012 4.8702  0.397
H -4.3496 0.0872 0.2006  0.421
H 0.4924 -3.1665 2.7175  0.015
H 2.9708 3.9162 -0.4830  0.411


Among the records above, which one has the highest relative energy (zero: lowest compared OMol25 entry of this formula, charge and spin)?
C37H35F5IN7O8P2RbS3SbTe


Which formula does entry 2 have?
C37H35GaN5O3S